# 1
Below is a molecular structure, C12H39InN10O10, with properties calculated with ωB97M-V/def2-TZVPD.

Structure (ORCA input):
```
! RIJCOSX wB97M-V def2-TZVPD def2/J DEFGRID3
* xyz 2 1
In 2.395 -1.618 1.652
C 0.003 0.920 1.581
C 0.003 -0.022 0.289
C -0.280 0.723 -1.061
O 0.998 -0.996 0.210
H 0.861 1.588 1.653
H 0.105 0.296 2.469
H -0.963 1.412 1.692
H -1.008 -0.404 0.436
H -0.400 0.040 -1.902
H 0.558 1.393 -1.253
H -1.123 1.412 -1.105
C 3.260 1.261 0.074
C 2.851 1.684 1.441
O 2.637 0.587 2.371
O 3.674 2.354 -0.710
H 2.445 0.782 -0.468
H 4.030 0.491 0.131
H 1.905 2.222 1.374
H 3.553 2.376 1.906
H 2.450 0.949 3.241
H 3.790 1.946 -1.571
C -3.426 0.671 1.259
C -3.059 1.251 2.582
O -2.815 0.137 3.427
O -4.761 0.028 1.127
H -2.621 -0.010 0.982
H -3.612 1.338 0.417
H -3.896 1.798 3.017
H -2.180 1.893 2.523
H -3.631 -0.340 3.593
H -4.970 -0.550 1.865
C -0.789 3.333 -1.617
O -0.569 3.773 -0.536
N -1.945 2.979 -2.064
N 0.172 3.132 -2.444
H -1.924 2.884 -3.069
H -2.755 2.857 -1.473
H 1.082 3.418 -2.114
H -0.020 2.667 -3.320
C -0.509 -0.095 -3.825
O 0.465 0.128 -4.554
N -1.383 0.795 -3.526
N -0.983 -1.232 -3.672
H -2.163 0.588 -2.918
H -1.363 1.585 -4.156
H -0.806 -2.036 -4.258
H -1.896 -1.258 -3.243
C -0.778 -2.969 -1.536
O 0.084 -2.892 -2.395
N -0.802 -2.213 -0.405
N -1.640 -3.880 -1.396
H -1.612 -2.295 0.193
H 0.075 -1.744 -0.229
H -1.479 -4.497 -2.178
H -2.249 -3.889 -0.590
C 2.954 -1.314 -1.346
O 3.316 -1.065 -0.167
N 3.526 -2.076 -2.273
N 1.769 -1.093 -1.871
H 2.979 -2.490 -3.014
H 4.399 -2.551 -2.093
H 1.132 -0.539 -1.316
H 1.601 -1.271 -2.851
C 1.048 -1.301 4.346
O 1.873 -0.895 3.514
N 1.228 -2.303 5.181
N -0.179 -0.782 4.394
H 0.517 -2.692 5.784
H 2.110 -2.782 5.293
H -0.796 -1.446 4.839
H -0.461 -0.148 3.660
*
```

Computed properties:
- highest occupied orbital energy (eV) = -13.935
- relative energy (zero: lowest compared OMol25 entry of this formula, charge and spin) (eV) = 3.433



# 2
Below is a molecular structure, C12H39NO8, with properties calculated with ωB97M-V/def2-TZVPD.

Structure (ORCA input):
```
! RIJCOSX wB97M-V def2-TZVPD def2/J DEFGRID3
* xyz 0 1
C 12.880 15.850 -22.283
O 13.537 16.656 -21.453
H 13.626 15.307 -22.863
H 12.135 15.185 -21.846
H 12.362 16.415 -23.058
H 14.128 17.077 -22.081
C 13.587 12.049 -18.841
O 12.535 12.673 -19.589
H 14.280 12.839 -18.552
H 13.326 11.523 -17.923
H 14.188 11.366 -19.441
H 11.820 12.048 -19.732
C 9.656 15.181 -22.494
O 9.824 16.123 -23.559
H 8.674 14.708 -22.521
H 10.461 14.468 -22.318
H 9.582 15.720 -21.550
H 10.227 16.908 -23.181
O 12.411 13.331 -21.471
H 11.818 14.082 -21.465
H 12.454 13.051 -20.557
O 14.168 14.391 -20.792
H 13.405 14.521 -21.355
H 14.517 13.540 -21.053
O 14.325 12.589 -21.623
H 13.486 12.811 -21.220
H 14.099 11.984 -22.330
O 12.491 11.442 -23.006
H 11.798 11.380 -22.348
H 12.788 12.350 -22.957
C 10.607 15.762 -18.184
C 10.556 16.197 -19.678
C 9.102 16.530 -20.140
C 8.611 17.937 -19.681
C 9.675 19.027 -20.051
C 11.133 18.732 -19.628
N 11.487 17.302 -20.016
O 12.834 17.017 -19.776
C 12.037 19.626 -20.513
C 11.300 18.965 -18.151
C 10.939 14.879 -20.509
H 9.851 16.275 -17.590
H 11.609 15.904 -17.779
H 10.424 14.691 -18.101
H 9.087 16.617 -21.226
H 8.355 15.816 -19.794
H 8.428 17.847 -18.610
H 7.656 18.065 -20.190
H 9.203 19.929 -19.662
H 9.680 18.993 -21.140
H 11.937 20.691 -20.302
H 13.100 19.384 -20.480
H 11.769 19.455 -21.556
H 10.570 18.351 -17.624
H 12.213 18.514 -17.764
H 11.040 20.005 -17.949
H 11.192 15.155 -21.533
H 10.201 14.080 -20.574
H 11.912 14.528 -20.165
H 13.252 16.945 -20.637
*
```

Computed properties:
- highest occupied orbital energy (eV) = -7.319
- relative energy (zero: lowest compared OMol25 entry of this formula, charge and spin) (eV) = 23.546



# 3
Below is 7 unconnected molecules or ions with the total composition C12H39O7P, with properties calculated with ωB97M-V/def2-TZVPD.

Structure (ORCA input):
```
! RIJCOSX wB97M-V def2-TZVPD def2/J DEFGRID3
* xyz 0 1
C -3.064 0.022 3.848
O -3.338 0.539 2.565
C -2.291 0.400 1.633
C -2.219 -0.979 0.984
C -1.111 -1.083 -0.091
C 0.135 -1.924 0.248
C 1.259 -1.239 1.045
C 1.110 -1.227 2.577
C 2.083 -0.273 3.295
C 1.672 1.211 3.316
C 2.265 2.030 2.165
C 1.584 3.375 1.889
C 1.983 3.946 0.522
P 1.094 3.420 -1.010
H -3.347 0.764 4.599
H -1.995 -0.206 3.970
H -3.635 -0.897 4.028
H -2.464 1.164 0.866
H -1.336 0.647 2.103
H -2.070 -1.740 1.760
H -3.202 -1.178 0.539
H -1.557 -1.506 -0.996
H -0.783 -0.069 -0.375
H 0.571 -2.245 -0.707
H -0.177 -2.850 0.754
H 2.194 -1.771 0.823
H 1.406 -0.230 0.650
H 0.075 -0.998 2.861
H 1.294 -2.245 2.947
H 3.062 -0.347 2.797
H 2.239 -0.631 4.317
H 1.988 1.666 4.264
H 0.583 1.291 3.301
H 3.327 2.206 2.388
H 2.247 1.434 1.244
H 0.496 3.250 1.956
H 1.862 4.105 2.660
H 3.031 3.666 0.322
H 1.974 5.041 0.521
H -0.225 3.577 -0.531
H 1.103 2.037 -0.705
O -1.469 1.863 -2.617
H -1.837 1.226 -3.240
H -2.173 2.012 -1.978
O -2.068 -2.600 -3.132
H -2.606 -3.360 -2.898
H -1.927 -2.693 -4.083
O 2.850 0.171 -1.742
H 2.496 -0.408 -2.422
H 2.459 1.029 -1.932
O -0.661 -3.665 -5.521
H -0.727 -4.600 -5.742
H 0.161 -3.392 -5.934
O 0.833 -6.234 -5.316
H 1.148 -6.086 -4.420
H 1.583 -6.596 -5.795
O -2.135 3.941 -4.597
H -1.768 3.341 -3.935
H -2.205 4.788 -4.152
*
```

Computed properties:
- highest occupied orbital energy (eV) = -9.360
- structure (SMILES) = COCCCCCCCCCCCP.O.O.O.O.O.O



# 4
Below is a molecular structure, C12H40BKO12, with properties calculated with ωB97M-V/def2-TZVPD.

Structure (ORCA input):
```
! RIJCOSX wB97M-V def2-TZVPD def2/J DEFGRID3
* xyz 0 1
K -13.841 8.291 -9.888
B -15.933 7.429 -11.569
H -16.894 7.379 -12.058
H -15.986 6.926 -10.616
H -15.135 7.043 -12.183
H -15.764 8.477 -11.375
C -13.009 8.180 -13.962
C -11.865 8.216 -12.939
O -12.080 7.440 -11.814
O -14.191 8.695 -13.518
H -13.115 7.161 -14.334
H -12.810 8.778 -14.851
H -11.504 9.219 -12.710
H -11.046 7.661 -13.397
H -11.232 7.014 -11.671
H -14.697 8.116 -12.943
C -17.377 6.762 -15.196
C -15.939 7.101 -15.634
O -15.990 7.405 -16.991
O -18.181 7.967 -15.232
H -17.346 6.410 -14.165
H -17.837 6.005 -15.831
H -15.303 6.230 -15.477
H -15.506 8.007 -15.208
H -16.684 8.050 -17.144
H -18.104 8.404 -14.380
C -15.978 4.080 -9.569
C -14.778 4.752 -8.791
O -15.093 6.064 -8.334
O -16.080 4.510 -10.897
H -16.892 4.150 -8.979
H -15.744 3.016 -9.563
H -13.850 4.714 -9.361
H -14.651 4.137 -7.900
H -15.913 6.003 -7.838
H -15.880 5.447 -10.843
C -12.848 11.853 -9.855
C -14.379 11.753 -10.065
O -14.905 10.708 -9.337
O -12.284 10.811 -10.606
H -12.548 11.663 -8.824
H -12.501 12.839 -10.162
H -14.641 11.636 -11.117
H -14.961 12.642 -9.824
H -15.763 10.460 -9.690
H -11.470 10.548 -10.171
C -19.569 6.290 -10.875
C -19.934 4.808 -10.887
O -19.077 3.992 -11.629
O -18.301 6.425 -10.245
H -20.344 6.825 -10.326
H -19.550 6.715 -11.878
H -20.936 4.734 -11.312
H -20.013 4.398 -9.880
H -18.219 4.327 -11.360
H -17.734 6.519 -11.014
C -17.910 10.587 -12.202
C -18.463 10.075 -10.834
O -17.337 9.615 -10.042
O -17.608 9.456 -13.024
H -17.051 11.256 -12.154
H -18.684 11.074 -12.795
H -19.125 9.219 -10.968
H -18.911 10.953 -10.368
H -16.923 8.970 -10.620
H -16.835 9.006 -12.676
*
```

Computed properties:
- highest occupied orbital energy (eV) = -8.848
- relative energy (zero: lowest compared OMol25 entry of this formula, charge and spin) (eV) = 0.000



# 5
Below is a molecular structure, C12H40BeF6NO18S2, with properties calculated with ωB97M-V/def2-TZVPD.

Structure (ORCA input):
```
! RIJCOSX wB97M-V def2-TZVPD def2/J DEFGRID3
* xyz 1 1
Be -0.760 -2.790 -0.991
C -1.977 1.259 -1.587
F -2.663 0.435 -2.316
F -2.021 2.524 -2.047
F -2.468 1.343 -0.345
S -0.150 0.779 -1.722
O -0.054 0.194 -3.021
O 0.679 2.007 -1.596
N -0.009 -0.598 -0.498
S 0.761 0.126 0.671
O 2.214 0.213 0.600
O 0.065 1.292 1.153
C 0.331 -1.212 2.010
F 0.866 -0.881 3.160
F -0.966 -1.400 2.248
F 0.953 -2.343 1.675
O 1.489 -2.648 -2.762
H 1.748 -1.738 -2.905
H 2.002 -3.146 -3.399
O -3.131 -2.256 -0.633
H -3.825 -2.080 0.002
H -3.437 -1.846 -1.442
O -1.457 -2.045 -3.240
H -0.782 -1.726 -3.839
H -2.268 -2.003 -3.747
O 1.213 -4.248 -0.009
H 1.271 -4.545 0.899
H 2.116 -4.046 -0.254
O 1.347 -4.822 2.682
H 1.914 -4.342 3.286
H 1.130 -5.629 3.147
C -2.950 0.272 4.062
C -4.426 0.041 4.284
C -4.858 -1.339 4.694
O -5.466 -1.168 5.979
C -5.533 0.091 6.241
O -6.164 0.565 7.212
O -4.799 0.779 5.389
H -2.571 -0.340 3.244
H -2.305 -0.020 4.891
H -2.644 1.255 3.703
H -4.983 0.158 3.355
H -4.155 -2.150 4.887
H -5.684 -1.576 4.023
C 4.398 -2.898 1.288
O 3.806 -3.469 0.098
H 5.309 -3.484 1.409
H 4.660 -1.861 1.078
H 3.819 -2.745 2.198
H 4.103 -2.905 -0.620
C 5.001 0.681 -0.901
O 6.096 -0.100 -0.405
H 5.283 1.639 -1.339
H 4.514 0.092 -1.679
H 4.391 1.009 -0.060
H 6.613 0.337 0.275
C 1.461 2.536 -4.688
O 2.467 2.941 -5.542
H 0.903 1.656 -5.009
H 1.779 2.330 -3.666
H 0.684 3.297 -4.624
H 2.808 3.793 -5.260
C 3.173 3.849 -0.318
O 3.035 4.705 0.772
H 4.073 4.155 -0.852
H 3.211 2.895 0.208
H 2.320 3.857 -0.997
H 3.355 5.564 0.486
C -4.095 -0.734 -5.382
O -3.876 -1.469 -4.228
H -3.952 -1.334 -6.281
H -5.117 -0.361 -5.325
H -3.415 0.117 -5.428
H -4.764 -1.546 -3.870
C -0.262 4.314 1.943
O 0.575 5.487 2.075
H -0.440 4.185 0.876
H 0.218 3.414 2.327
H -1.214 4.362 2.472
H 1.483 5.293 1.830
*
```

Computed properties:
- highest occupied orbital energy (eV) = -11.045



# 6
Below is 7 unconnected molecules or ions with the total composition C12H40ClFN12O8P2, with properties calculated with ωB97M-V/def2-TZVPD.

Structure (ORCA input):
```
! RIJCOSX wB97M-V def2-TZVPD def2/J DEFGRID3
* xyz 0 1
C -3.729 2.281 -0.904
C -2.514 3.054 -0.383
C -1.260 2.208 -0.318
F -1.159 1.399 -1.475
P -1.210 0.957 1.183
C 0.559 1.231 1.618
C 0.708 2.439 2.566
C 1.139 3.718 1.850
Cl 1.865 2.026 3.894
P -1.667 -0.616 2.880
O -3.037 0.104 3.424
O -0.541 -0.351 4.068
H -4.660 2.673 -0.494
H -3.799 2.326 -1.990
H -3.675 1.221 -0.645
H -2.717 3.405 0.636
H -2.333 3.953 -0.975
H -0.366 2.838 -0.341
H -1.477 -0.099 0.253
H -2.239 1.780 1.813
H 1.116 1.419 0.700
H 0.946 0.326 2.083
H -0.227 2.621 3.094
H 0.295 4.383 1.666
H 1.623 3.500 0.897
H 1.849 4.282 2.452
H -3.096 1.069 3.317
H -0.615 0.455 4.595
N 1.805 7.426 -0.509
C 1.686 7.349 0.850
N 2.735 7.859 1.561
O 0.713 6.852 1.393
H 2.609 7.806 -0.970
H 1.056 7.047 -1.057
H 2.674 7.818 2.561
H 3.548 8.260 1.133
N 1.676 1.039 -2.380
C 2.910 1.540 -2.701
N 3.383 1.189 -3.925
O 3.529 2.252 -1.923
H 1.108 0.501 -3.006
H 1.278 1.323 -1.508
H 4.267 1.546 -4.245
H 2.859 0.636 -4.576
N -0.856 -3.855 3.939
C -0.549 -4.958 4.674
N 0.413 -4.779 5.628
O -1.085 -6.043 4.499
H -0.446 -2.952 4.095
H -1.565 -3.936 3.234
H 0.663 -5.578 6.179
H 0.869 -3.901 5.786
N -4.201 -8.451 1.229
C -3.244 -8.262 2.198
N -3.256 -7.019 2.751
O -2.438 -9.132 2.482
H -4.844 -7.730 0.951
H -4.219 -9.339 0.764
H -2.570 -6.764 3.453
H -3.926 -6.334 2.450
N -3.227 -5.051 -2.221
C -3.416 -5.792 -1.086
N -2.417 -6.654 -0.768
O -4.425 -5.679 -0.405
H -2.411 -5.127 -2.796
H -3.956 -4.411 -2.476
H -2.546 -7.208 0.062
H -1.581 -6.766 -1.307
N 5.692 3.645 -7.001
C 5.702 2.284 -7.100
N 6.407 1.773 -8.150
O 5.115 1.569 -6.303
H 6.178 4.248 -7.637
H 5.187 4.044 -6.231
H 6.438 0.775 -8.238
H 6.897 2.341 -8.814
*
```

Computed properties:
- highest occupied orbital energy (eV) = -7.624
- structure (SMILES) = CC[C@H](F)[PH2](C[C@H](C)Cl)P(O)O.NC(N)=O.NC(N)=O.NC(N)=O.NC(N)=O.NC(N)=O.NC(N)=O